[1]
This record from OMol25 describes one molecule with the formula C24H29N3O2 in a non-equilibrium geometry. The level of theory is ωB97M-V with the def2-TZVPD basis set.

Geometry as XYZ:
```
58
C24H29N3O2 | OMol25 | ωB97M-V with the def2-TZVPD basis set
C -4.788 -2.581 0.954
C -4.007 -1.998 -0.188
C -4.772 -1.261 -1.240
C -4.994 0.171 -0.717
O -6.086 0.605 -0.427
N -3.840 0.850 -0.617
C -3.722 2.141 0.028
C -3.196 1.985 1.461
C -1.743 1.516 1.480
C -0.863 2.482 0.692
C -1.357 2.606 -0.746
C -2.813 3.067 -0.782
N -2.738 -1.998 -0.310
N -1.936 -2.570 0.615
C -0.577 -2.650 0.488
O 0.077 -3.149 1.374
C -0.024 -2.112 -0.819
C 1.371 -1.582 -0.653
C 1.638 -0.227 -0.790
C 2.919 0.262 -0.618
C 3.970 -0.595 -0.304
C 5.336 -0.080 -0.129
C 6.426 -0.769 -0.655
C 7.710 -0.284 -0.494
C 7.928 0.894 0.200
C 6.852 1.586 0.730
C 5.566 1.105 0.565
C 3.697 -1.954 -0.165
C 2.416 -2.440 -0.337
H -4.347 -2.304 1.913
H -5.810 -2.217 0.928
H -4.801 -3.670 0.889
H -4.201 -1.216 -2.167
H -5.742 -1.721 -1.417
H -2.985 0.345 -0.795
H -4.739 2.549 0.058
H -3.831 1.277 1.999
H -3.271 2.950 1.965
H -1.664 0.514 1.051
H -1.393 1.455 2.512
H 0.171 2.134 0.706
H -0.893 3.465 1.168
H -1.263 1.642 -1.253
H -0.738 3.322 -1.291
H -3.167 3.111 -1.813
H -2.882 4.071 -0.360
H -2.328 -2.979 1.462
H -0.024 -2.953 -1.519
H -0.699 -1.350 -1.206
H 0.839 0.455 -1.045
H 3.112 1.317 -0.749
H 6.261 -1.680 -1.212
H 8.546 -0.826 -0.913
H 8.932 1.271 0.328
H 7.016 2.503 1.277
H 4.732 1.640 0.996
H 4.495 -2.632 0.100
H 2.219 -3.494 -0.213
```

Output
LUMO ... 0.0234 Eh
ΔE to the lowest compared entry with this formula, charge and spin ... 16.3 kcal per mole
Charge ... 0
Spin multiplicity ... 1
Kohn-Sham gap ... 9.098 eV

=====

[2]
This record from OMol25 describes C30H34Br4F2N4O3PbS as an isolated structure in a non-equilibrium geometry. The level of theory is ωB97M-V with the def2-TZVPD basis set.

Geometry as XYZ:
```
79
C30H34Br4F2N4O3PbS | OMol25 | ωB97M-V with the def2-TZVPD basis set
Pb 1.167 -0.516 -0.484
C -6.811 0.876 0.089
C -5.364 1.354 -0.271
C -5.586 2.523 -1.276
C -4.612 1.878 0.984
C -4.622 0.198 -0.833
C -5.333 -0.639 -1.705
C -4.787 -1.687 -2.399
C -3.425 -1.970 -2.146
S -2.540 -3.262 -2.857
C -1.147 -2.715 -1.885
N -1.388 -1.694 -1.049
C -2.693 -1.192 -1.238
C -3.328 -0.199 -0.489
C 0.117 -3.381 -2.009
C 0.231 -4.729 -2.269
C 1.461 -5.337 -2.470
C 2.628 -4.543 -2.248
C 2.492 -3.133 -2.016
C 1.270 -2.612 -1.761
H -7.359 1.625 0.638
H -6.790 -0.028 0.713
H -7.494 0.702 -0.840
H -6.142 3.249 -0.781
H -6.203 2.203 -2.171
H -4.607 2.880 -1.620
H -5.102 2.706 1.451
H -3.581 2.267 0.781
H -4.442 1.076 1.761
H -6.349 -0.407 -1.957
H -5.424 -2.309 -3.068
H -2.696 0.303 0.278
H -0.665 -5.317 -2.373
H 1.626 -6.373 -2.592
H 3.664 -4.901 -2.518
H 3.434 -2.534 -2.044
Br -1.532 6.207 -1.997
C -1.119 4.606 -0.997
C -0.844 4.697 0.370
Br -0.846 6.327 1.303
C -0.611 3.511 1.063
Br -0.864 3.350 2.904
C -0.278 2.356 0.328
O 0.137 1.252 0.940
C -0.291 2.315 -1.176
O 0.109 1.296 -1.753
C -0.990 3.433 -1.710
Br -2.006 3.157 -3.276
C -1.028 -2.196 2.475
O -0.123 -1.116 2.349
H -2.103 -1.845 2.402
H -0.881 -2.571 3.476
H -0.905 -2.952 1.688
H -0.459 -0.264 2.024
F 3.100 -0.154 -3.047
C 2.945 0.408 -1.819
F 4.251 0.429 -1.254
H 2.681 1.475 -1.954
C 5.533 -1.991 1.000
N 5.340 -0.886 1.892
C 6.160 -0.863 3.136
C 4.129 -0.151 1.765
N 2.968 -0.684 1.430
N 4.292 1.187 1.900
C 3.119 1.995 2.131
C 5.541 1.892 1.621
H 5.034 -1.830 0.015
H 5.049 -2.931 1.396
H 6.562 -2.241 0.762
H 6.012 -1.837 3.758
H 5.936 -0.057 3.899
H 7.205 -0.864 2.872
H 3.082 -1.707 1.446
H 2.545 1.572 2.975
H 2.401 2.026 1.329
H 3.380 3.008 2.404
H 6.381 1.213 1.411
H 5.972 2.531 2.431
H 5.413 2.531 0.763
```

Output
LUMO ... 0.1499 Eh
ΔE to the lowest compared entry with this formula, charge and spin ... 20.1 kcal per mole
Charge ... -2
Spin multiplicity ... 1
Kohn-Sham gap ... 4.316 eV

=====

[3]
This record from OMol25 describes C22H22N7OS3V as an isolated structure in a non-equilibrium geometry. The level of theory is ωB97M-V with the def2-TZVPD basis set.

Geometry as XYZ:
```
56
C22H22N7OS3V | OMol25 | ωB97M-V with the def2-TZVPD basis set
V 0.166 0.337 -0.897
C 1.216 4.490 -1.810
C 0.855 3.160 -1.946
N 0.654 2.350 -0.909
C 0.864 2.836 0.351
C 1.235 4.182 0.572
C 1.397 5.005 -0.528
C 1.433 4.612 1.939
C 1.309 3.747 2.961
C 0.994 2.348 2.745
C 0.960 1.411 3.762
C 0.788 0.058 3.420
C 0.594 -0.299 2.110
N 0.506 0.603 1.102
C 0.770 1.919 1.419
H 1.366 5.094 -2.693
H 0.727 2.704 -2.921
H 1.682 6.042 -0.387
H 1.699 5.648 2.117
H 1.479 4.076 3.980
H 1.134 1.712 4.787
H 0.854 -0.722 4.167
H 0.568 -1.335 1.803
S 2.181 -2.207 -3.811
C 2.411 -2.028 -2.164
S 2.436 -0.452 -1.327
C 2.556 -3.122 -1.291
C 2.563 -4.473 -1.750
N 2.586 -5.591 -2.042
C 2.474 -2.999 0.123
N 2.320 -2.961 1.271
N -1.814 0.464 -4.578
C -1.457 0.612 -3.286
O -0.332 0.245 -2.936
C -2.354 1.304 -2.298
C -2.008 0.807 -0.891
H -1.213 -0.120 -5.140
H -2.777 0.568 -4.840
H -3.402 1.188 -2.605
H -2.115 2.369 -2.404
H -2.626 -0.077 -0.709
H -2.292 1.567 -0.152
C -0.616 -5.042 0.156
N -1.354 -3.981 0.837
C -1.310 -2.697 0.431
S -0.562 -2.260 -1.009
N -1.902 -1.787 1.235
C -2.393 -2.056 2.563
H -0.949 -5.994 0.567
H 0.457 -4.922 0.301
H -0.827 -5.016 -0.910
H -1.563 -4.147 1.807
H -1.754 -0.829 0.954
H -1.588 -2.286 3.271
H -3.110 -2.881 2.556
H -2.915 -1.173 2.926
```

Output
LUMO (alpha / beta) ... 0.0789 / 0.0754 Eh
ΔE to the lowest compared entry with this formula, charge and spin ... 15.0 kcal per mole
Charge ... -1
Spin multiplicity ... 4
Kohn-Sham gap (alpha / beta) ... 5.098 / 5.614 eV

=====

[4]
This record from OMol25 describes C30H46BrN3P2Ru as an isolated structure in a non-equilibrium geometry. The level of theory is ωB97M-V with the def2-TZVPD basis set.

Geometry as XYZ:
```
83
C30H46BrN3P2Ru | OMol25 | ωB97M-V with the def2-TZVPD basis set
N -6.551 4.903 -5.095
C -6.364 5.379 -3.863
C -5.561 4.709 -2.937
C -4.929 3.502 -3.325
C -5.088 3.060 -4.664
C -5.922 3.806 -5.510
C -4.065 2.795 -2.389
Ru -0.212 0.081 0.877
P 5.139 -0.801 0.437
C -3.316 1.704 -2.682
C -2.069 1.436 -1.974
C -0.997 0.857 -2.714
C 0.286 0.828 -2.154
C 0.397 1.044 -0.777
C -0.551 1.859 -0.028
C -1.860 1.918 -0.662
Br 2.266 0.703 0.194
H -3.965 3.291 -1.419
H -3.524 1.122 -3.597
H -5.423 5.097 -1.926
H -4.609 2.165 -5.056
H -6.860 6.306 -3.550
H -6.127 3.490 -6.542
H -1.153 0.624 -3.775
H -2.685 2.396 -0.124
H 1.200 0.495 -2.640
H -0.202 2.661 0.659
P -0.262 -1.934 -0.020
C 5.320 1.054 0.469
C 6.673 1.636 0.048
H 5.088 1.373 1.495
H 4.544 1.483 -0.184
H 6.674 2.717 0.254
H 7.501 1.168 0.598
H 6.853 1.503 -1.025
C 4.443 -1.342 -1.199
C 5.360 -2.315 -1.958
H 4.259 -0.433 -1.800
H 3.475 -1.826 -1.011
H 5.017 -2.390 -2.999
H 6.400 -1.965 -1.949
H 5.333 -3.319 -1.512
C 4.121 -1.632 1.727
C 4.846 -2.148 2.986
H 3.584 -2.470 1.243
H 3.381 -0.872 1.988
H 4.177 -2.828 3.529
H 5.775 -2.682 2.751
H 5.080 -1.315 3.653
C 0.113 -3.301 1.144
C -0.944 -4.391 1.257
H 0.270 -2.829 2.122
H 1.083 -3.736 0.866
H -1.843 -4.020 1.755
H -1.248 -4.805 0.292
H -0.569 -5.229 1.856
C 0.789 -2.434 -1.467
C 0.036 -2.424 -2.794
H 1.237 -3.424 -1.278
H 1.631 -1.723 -1.492
H -0.851 -3.073 -2.786
H -0.295 -1.403 -3.019
H 0.690 -2.760 -3.617
C -2.088 -1.899 -0.390
C -2.957 -1.162 0.650
H -2.469 -2.924 -0.507
H -2.201 -1.355 -1.346
H -3.818 -0.691 0.145
H -3.339 -1.813 1.456
H -2.431 -0.331 1.159
N -1.953 1.096 6.828
C -1.467 0.843 5.587
C -1.601 -0.450 5.025
C -1.136 -0.699 3.748
N -0.597 0.287 2.989
C -0.319 1.493 3.549
C -0.761 1.823 4.829
H -2.437 0.377 7.353
H -1.868 2.002 7.272
H -2.052 -1.282 5.560
H -1.177 -1.689 3.281
H 0.224 2.215 2.907
H -0.553 2.823 5.217
```

Output
LUMO (alpha / beta) ... -0.4419 / -0.5478 Eh
ΔE to the lowest compared entry with this formula, charge and spin ... 118.0 kcal per mole
Charge ... +4
Spin multiplicity ... 5
Kohn-Sham gap (alpha / beta) ... 4.407 / 2.586 eV

=====

[5]
This record from OMol25 describes a 2-piece molecular cluster, C5H10O overall. The level of theory is ωB97M-V with the def2-TZVPD basis set.

Geometry as XYZ:
```
16
C5H10O | OMol25 | ωB97M-V with the def2-TZVPD basis set
C 1.623 -0.771 -0.436
C 0.360 0.012 -0.314
C 0.009 1.303 -0.317
C -1.485 1.032 -0.328
C -1.073 -0.455 -0.132
O -1.616 -1.366 -1.059
H 1.781 -1.428 0.429
H 1.572 -1.416 -1.322
H 2.500 -0.125 -0.534
H 0.586 2.226 -0.309
H -2.126 1.487 0.438
H -1.949 1.174 -1.309
H -1.263 -0.795 0.896
H -1.663 -2.227 -0.629
H 1.467 0.534 2.794
H 1.277 0.816 2.131
```

Output
LUMO ... 0.0339 Eh
ΔE to the lowest compared entry with this formula, charge and spin ... 59.5 kcal per mole
Charge ... 0
Spin multiplicity ... 1
Kohn-Sham gap ... 10.099 eV

=====

[6]
This record from OMol25 describes C5H10N2 as an isolated structure in a non-equilibrium geometry. The level of theory is ωB97M-V with the def2-TZVPD basis set.

Geometry as XYZ:
```
17
C5H10N2 | OMol25 | ωB97M-V with the def2-TZVPD basis set
C -1.755 0.587 0.821
C -2.053 0.367 -0.523
C 1.657 0.828 0.185
C 1.000 -1.503 0.329
N 0.546 -0.128 0.070
C -0.179 -0.016 -1.179
N 0.024 0.017 -2.340
H -2.096 -0.121 1.565
H -1.578 1.584 1.200
H -2.159 1.233 -1.164
H -2.677 -0.479 -0.781
H 2.069 0.789 1.194
H 1.401 -1.563 1.342
H 0.174 -2.197 0.182
H 2.492 0.588 -0.480
H 1.320 1.827 -0.087
H 1.813 -1.812 -0.335
```

Output
LUMO (alpha / beta) ... 0.0011 / 0.0011 Eh
ΔE to the lowest compared entry with this formula, charge and spin ... 92.2 kcal per mole
Charge ... 0
Spin multiplicity ... 1
Kohn-Sham gap (alpha / beta) ... 8.630 / 8.630 eV

=====

[7]
This record from OMol25 describes a 3-piece molecular cluster, C26H47BO5P overall. The level of theory is ωB97M-V with the def2-TZVPD basis set.

Geometry as XYZ:
```
80
C26H47BO5P | OMol25 | ωB97M-V with the def2-TZVPD basis set
C 3.731 3.102 0.632
C 4.423 3.319 -0.705
P 3.735 2.505 -2.228
C 1.945 2.972 -2.125
B 3.892 0.490 -1.950
C 4.695 -0.094 -3.243
O 4.673 0.272 -0.679
C 4.107 -0.794 0.013
C 2.656 -0.971 -0.501
C 2.296 -2.429 -0.802
C 2.020 -3.379 0.381
C 3.022 -4.508 0.609
C 4.431 -4.075 0.954
O 5.078 -5.194 1.585
C 1.651 -0.345 0.486
C 0.200 -0.483 0.086
C -0.679 -1.209 0.892
C -2.016 -1.348 0.544
C -2.498 -0.771 -0.621
C -1.640 -0.042 -1.444
C -2.134 0.596 -2.716
C -0.304 0.094 -1.077
O 2.632 -0.276 -1.723
H 4.284 3.576 1.449
H 3.676 2.042 0.861
H 2.724 3.520 0.627
H 5.468 3.015 -0.640
H 4.423 4.393 -0.922
H 1.423 2.386 -2.884
H 1.483 2.782 -1.155
H 1.811 4.025 -2.379
H 4.356 0.324 -4.195
H 4.600 -1.185 -3.307
H 5.758 0.150 -3.154
H 4.666 -1.714 -0.215
H 4.124 -0.630 1.099
H 3.069 -2.842 -1.453
H 1.388 -2.378 -1.406
H 1.059 -3.866 0.198
H 1.899 -2.833 1.318
H 3.054 -5.179 -0.253
H 2.674 -5.110 1.454
H 4.416 -3.220 1.635
H 4.987 -3.801 0.055
H 6.001 -4.961 1.712
H 1.750 -0.804 1.473
H 1.923 0.702 0.601
H -0.320 -1.671 1.804
H -2.693 -1.906 1.180
H -3.537 -0.879 -0.909
H -2.081 1.683 -2.649
H -3.156 0.294 -2.936
H -1.499 0.299 -3.552
H 0.373 0.653 -1.702
C -2.508 3.316 2.346
C -1.429 2.297 2.709
C -0.344 2.630 1.695
O -0.448 4.038 1.449
C -1.663 4.536 1.993
H -3.217 3.514 3.149
H -3.065 2.975 1.471
H -1.072 2.473 3.727
H -1.758 1.261 2.633
H -0.508 2.087 0.761
H 0.662 2.408 2.053
H -1.442 5.133 2.888
H -2.138 5.187 1.256
C -7.266 -1.451 1.340
C -8.215 -1.819 0.200
C -7.861 -0.764 -0.842
O -6.480 -0.469 -0.657
C -6.018 -1.029 0.573
H -7.074 -2.268 2.033
H -7.667 -0.607 1.907
H -7.981 -2.817 -0.176
H -9.268 -1.797 0.479
H -8.446 0.150 -0.692
H -8.014 -1.106 -1.867
H -5.379 -1.891 0.352
H -5.419 -0.285 1.098
```

Output
LUMO ... 0.0817 Eh
Charge ... -1
Spin multiplicity ... 1
Kohn-Sham gap ... 5.515 eV

=====

[8]
This record from OMol25 describes a 7-piece molecular cluster, H13O6S overall. The level of theory is ωB97M-V with the def2-TZVPD basis set.

Geometry as XYZ:
```
20
H13O6S | OMol25 | ωB97M-V with the def2-TZVPD basis set
S -0.026 -0.430 -0.700
H 0.468 -0.313 -1.947
H 2.466 -0.770 -1.578
H 3.536 -1.715 -1.117
O 3.425 -0.902 -1.619
H -2.388 -1.813 1.912
H -1.712 -0.616 2.550
O -1.829 -1.565 2.664
H 1.804 0.041 2.605
H 1.174 -0.538 1.347
O 2.020 -0.509 1.841
H -1.590 1.567 0.033
H -0.436 2.261 0.581
O -1.375 2.430 0.409
H -3.634 -0.924 0.014
H -2.426 -1.919 -0.295
O -3.373 -1.842 -0.121
H 0.587 2.236 -2.252
H 2.026 2.527 -2.446
O 1.285 2.794 -1.882
```

Output
LUMO ... 0.1236 Eh
ΔE to the lowest compared entry with this formula, charge and spin ... 24.3 kcal per mole
Charge ... -1
Spin multiplicity ... 1
Kohn-Sham gap ... 7.686 eV